This record from the OMol25 dataset describes C17H46O12S7V as an isolated structure in a non-equilibrium geometry. The level of theory is wB97M-V/def2-TZVPD.

```
! RIJCOSX wB97M-V def2-TZVPD def2/J DEFGRID3
* xyz 2 2
O 0.56 -0.62 0.26
V -0.60 0.47 -0.06
O -1.92 0.05 0.76
C 4.75 -0.70 0.79
C 4.04 0.40 0.06
O 3.99 1.43 1.04
C 4.13 0.93 2.26
O 3.82 1.55 3.30
O 4.56 -0.41 2.15
H 5.77 -0.78 0.43
H 4.34 -1.70 0.61
H 3.01 0.15 -0.18
H 4.57 0.61 -0.87
C -3.69 -0.27 -2.98
S -1.95 -0.82 -3.24
O -1.12 -0.15 -2.18
C -2.28 -2.58 -2.74
H -3.74 0.78 -3.29
H -4.16 -0.41 -2.00
H -4.30 -0.91 -3.61
H -3.08 -2.97 -3.37
H -2.49 -2.64 -1.68
H -1.27 -2.97 -2.89
C 1.27 3.27 3.52
S -0.29 2.64 2.63
O 0.24 1.63 1.61
C -0.96 1.60 4.00
H 0.93 3.99 4.26
H 1.97 3.76 2.84
H 1.82 2.45 3.98
H -1.89 1.17 3.60
H -1.09 2.14 4.94
H -0.25 0.82 4.28
C 1.33 -2.97 2.64
S 2.86 -2.84 3.71
O 2.71 -3.72 4.98
C 4.02 -3.83 2.61
H 1.02 -4.02 2.73
H 1.58 -2.68 1.63
H 0.65 -2.23 3.05
H 5.04 -3.44 2.53
H 3.64 -3.91 1.59
H 4.14 -4.87 2.91
C 0.38 3.44 -3.03
S 1.73 2.49 -2.13
O 0.91 1.64 -1.20
C 2.07 1.38 -3.49
H -0.59 2.96 -3.00
H 0.64 3.68 -4.06
H 0.34 4.41 -2.52
H 1.11 1.04 -3.88
H 2.56 0.52 -3.03
H 2.62 1.92 -4.25
C -2.78 4.04 1.06
S -1.84 3.65 -0.49
O -1.62 2.15 -0.57
C -3.17 4.02 -1.76
H -3.79 4.31 0.74
H -2.21 4.80 1.59
H -2.92 3.19 1.73
H -3.87 3.19 -1.83
H -2.81 4.34 -2.74
H -3.76 4.91 -1.54
C 1.41 -3.57 -1.75
S 2.26 -2.24 -2.65
O 3.17 -1.65 -1.61
C 3.26 -3.48 -3.62
H 0.81 -4.20 -2.42
H 0.84 -3.16 -0.92
H 2.24 -4.19 -1.43
H 2.67 -3.88 -4.44
H 3.59 -4.34 -3.04
H 4.13 -3.01 -4.07
C -5.70 0.09 0.51
S -5.11 -1.57 0.98
O -4.08 -2.00 0.00
C -4.35 -0.98 2.52
H -6.09 0.09 -0.50
H -4.83 0.74 0.53
H -6.40 0.57 1.20
H -5.05 -0.67 3.29
H -3.66 -0.16 2.36
H -3.77 -1.84 2.86
*
```

Frontier orbital gap (alpha / beta) (hartree): 0.294 / 0.132

Atom charges from the Mulliken analysis, given in e for atoms 1 to 8: 0.007, -0.219, -0.505, 0.043, 0.508, -0.329, 0.598, -0.604

---

This record from the OMol25 dataset describes a 15-piece molecular cluster, C81H186N6O15 overall in a non-equilibrium geometry. The level of theory is wB97M-V/def2-TZVPD.

```
! RIJCOSX wB97M-V def2-TZVPD def2/J DEFGRID3
* xyz 0 1
C 4.80 2.92 -1.18
C 6.13 2.17 -0.84
C 5.97 0.52 -0.80
O 7.16 2.41 -1.85
H 4.99 3.98 -1.36
H 4.18 3.04 -0.29
H 4.25 2.48 -2.01
H 6.56 2.53 0.09
H 5.64 0.22 0.20
H 6.81 -0.07 -1.16
H 5.22 0.34 -1.57
H 7.67 3.18 -1.57
C -5.35 -0.43 1.79
C -6.28 -0.75 2.94
C -5.97 0.16 4.13
O -7.57 -0.34 2.50
H -4.29 -0.63 1.97
H -5.47 0.62 1.55
H -5.57 -0.85 0.80
H -6.35 -1.80 3.25
H -6.92 0.13 4.67
H -5.86 1.22 3.91
H -5.13 -0.10 4.77
H -8.14 -0.38 3.26
C -2.88 3.90 5.97
C -2.14 2.53 5.91
C -2.24 1.97 4.47
O -0.83 2.74 6.40
H -3.85 3.69 5.51
H -2.39 4.72 5.45
H -2.96 4.18 7.03
H -2.63 1.79 6.55
H -1.86 2.80 3.88
H -3.21 1.60 4.14
H -1.59 1.09 4.46
H -0.87 2.39 7.29
C 4.62 -3.49 -1.84
C 3.71 -4.58 -2.17
C 4.09 -5.24 -3.52
O 3.92 -5.70 -1.41
H 5.42 -3.84 -1.18
H 3.98 -2.81 -1.28
H 5.09 -3.01 -2.70
H 2.66 -4.32 -2.08
H 3.37 -6.02 -3.77
H 5.14 -5.52 -3.51
H 4.08 -4.42 -4.24
H 3.78 -5.43 -0.50
C 1.03 5.15 4.53
C 0.90 4.12 3.47
C 1.80 4.45 2.26
O 1.23 2.84 3.97
H 0.51 4.85 5.44
H 0.56 6.11 4.35
H 2.02 5.39 4.90
H -0.17 4.03 3.30
H 1.51 3.72 1.51
H 2.87 4.37 2.48
H 1.62 5.48 1.94
H 0.69 2.65 4.75
C -0.51 -4.57 -2.44
C -1.30 -4.62 -3.78
C -2.19 -3.40 -3.80
O -0.39 -4.47 -4.85
H -0.93 -4.91 -1.49
H -0.13 -3.58 -2.19
H 0.44 -5.11 -2.57
H -1.93 -5.50 -3.93
H -2.58 -3.25 -4.80
H -1.69 -2.48 -3.47
H -2.99 -3.34 -3.06
H 0.11 -5.28 -5.00
C -2.71 -1.63 6.03
C -2.45 -2.78 5.01
C -0.99 -3.22 4.82
O -3.11 -3.97 5.33
H -2.04 -0.79 5.86
H -2.68 -1.94 7.08
H -3.78 -1.41 5.95
H -2.84 -2.52 4.03
H -0.48 -2.44 4.25
H -0.90 -4.19 4.34
H -0.52 -3.33 5.80
H -2.44 -4.63 5.54
C 1.18 -6.59 1.83
C 1.66 -5.14 2.05
C 3.00 -4.89 2.76
O 1.93 -4.61 0.78
H 0.83 -6.70 0.81
H 0.40 -6.75 2.56
H 2.03 -7.26 1.96
H 0.83 -4.54 2.45
H 2.98 -5.37 3.74
H 2.99 -3.83 2.99
H 3.87 -5.26 2.21
H 1.26 -5.13 0.34
C 0.85 4.38 -3.66
C 1.36 5.62 -3.00
C 1.11 5.60 -1.47
O 2.70 6.01 -3.27
H 1.13 3.56 -2.99
H 1.40 4.34 -4.60
H -0.22 4.45 -3.87
H 0.77 6.47 -3.36
H 0.15 5.15 -1.22
H 1.16 6.62 -1.07
H 1.95 5.01 -1.10
H 3.20 5.30 -3.68
C 1.72 -1.49 1.34
C 1.93 0.00 1.16
C 2.31 0.19 -0.33
C 1.22 0.05 -1.39
C 0.15 1.08 -1.06
C -0.43 0.81 0.35
N 0.64 0.68 1.40
O 0.11 0.43 2.68
C -1.31 2.05 0.68
C -1.35 -0.43 0.34
C 3.08 0.51 2.04
H 1.24 -1.99 0.49
H 1.23 -1.76 2.27
H 2.70 -1.96 1.42
H 2.72 1.19 -0.39
H 3.22 -0.41 -0.47
H 0.88 -0.99 -1.48
H 1.60 0.35 -2.36
H -0.68 1.14 -1.75
H 0.63 2.06 -0.97
H -0.64 2.86 0.98
H -1.94 2.32 -0.17
H -1.98 1.79 1.49
H -0.77 -1.30 0.02
H -1.86 -0.63 1.28
H -2.14 -0.39 -0.42
H 3.07 1.59 2.17
H 4.08 0.17 1.76
H 2.95 0.14 3.05
H 0.05 1.32 3.03
C 6.22 -1.45 3.84
C 6.90 -2.49 2.84
C 8.23 -1.84 2.23
C 9.38 -1.79 3.25
C 9.64 -3.19 3.76
C 8.35 -3.81 4.58
N 7.25 -3.72 3.59
O 6.22 -4.50 3.98
C 8.67 -5.21 4.86
C 8.19 -2.99 5.84
C 5.90 -2.80 1.75
H 5.70 -0.70 3.24
H 6.97 -1.05 4.53
H 5.47 -1.89 4.49
H 8.41 -2.13 1.19
H 8.02 -0.77 2.23
H 9.13 -1.20 4.13
H 10.27 -1.35 2.80
H 10.59 -3.12 4.28
H 9.90 -3.85 2.93
H 9.59 -5.18 5.45
H 7.93 -5.87 5.31
H 8.91 -5.73 3.94
H 8.56 -3.48 6.74
H 8.80 -2.09 5.91
H 7.17 -2.69 6.09
H 6.21 -3.51 0.97
H 5.75 -1.90 1.16
H 4.96 -3.14 2.17
H 6.17 -5.15 3.28
C -7.33 -4.28 1.77
C -6.21 -4.82 0.91
C -6.31 -3.94 -0.45
C -5.03 -4.04 -1.35
C -3.80 -3.79 -0.47
C -3.56 -4.69 0.78
N -4.82 -4.65 1.56
O -4.66 -5.29 2.78
C -3.29 -6.20 0.35
C -2.33 -4.05 1.46
C -6.47 -6.36 0.57
H -7.30 -3.21 1.97
H -7.19 -4.67 2.77
H -8.31 -4.66 1.50
H -7.03 -4.39 -1.14
H -6.63 -2.93 -0.23
H -5.11 -3.36 -2.20
H -4.88 -5.00 -1.85
H -3.79 -2.79 -0.05
H -2.95 -3.90 -1.13
H -3.46 -6.91 1.16
H -3.85 -6.49 -0.54
H -2.21 -6.31 0.20
H -2.16 -4.50 2.43
H -1.36 -3.97 0.96
H -2.61 -3.02 1.68
H -5.93 -6.96 1.30
H -6.12 -6.61 -0.43
H -7.44 -6.85 0.48
H -4.40 -4.61 3.40
C 5.43 -0.98 -7.66
C 4.63 -0.19 -6.58
C 5.72 0.45 -5.71
C 5.35 1.59 -4.73
C 4.45 2.55 -5.40
C 3.26 1.95 -6.23
N 3.84 0.91 -7.14
O 2.91 0.52 -8.07
C 2.18 1.43 -5.29
C 2.54 3.01 -7.21
C 3.98 -1.27 -5.64
H 4.75 -1.48 -8.34
H 6.11 -1.77 -7.33
H 6.16 -0.39 -8.22
H 6.19 -0.29 -5.06
H 6.33 0.97 -6.45
H 6.26 2.13 -4.45
H 4.98 1.26 -3.76
H 5.07 3.15 -6.07
H 3.99 3.13 -4.60
H 2.57 1.05 -4.35
H 1.53 2.31 -5.27
H 1.57 0.65 -5.74
H 1.64 2.75 -7.78
H 2.28 3.89 -6.62
H 3.26 3.28 -7.98
H 4.66 -2.08 -5.36
H 3.09 -1.69 -6.10
H 3.50 -0.63 -4.90
H 3.41 0.60 -8.88
C -6.45 7.75 2.71
C -5.14 7.28 2.08
C -4.11 7.30 3.22
C -2.88 6.51 2.88
C -3.19 5.08 2.41
C -4.30 4.99 1.31
N -5.41 5.93 1.71
O -6.58 5.84 0.87
C -3.81 5.36 -0.16
C -4.84 3.53 1.26
C -4.81 8.22 0.89
H -6.35 8.55 3.45
H -7.32 8.03 2.12
H -6.73 6.93 3.36
H -3.79 8.34 3.34
H -4.29 6.92 4.22
H -2.32 7.03 2.09
H -2.23 6.51 3.76
H -3.65 4.42 3.14
H -2.30 4.57 2.04
H -3.30 6.30 -0.35
H -4.69 5.59 -0.77
H -3.15 4.64 -0.65
H -4.96 3.05 2.23
H -4.09 2.97 0.70
H -5.66 3.42 0.56
H -5.22 9.23 0.96
H -3.75 8.36 0.68
H -5.19 7.97 -0.10
H -7.19 5.41 1.47
C -5.66 -0.15 -2.95
C -4.59 0.99 -3.17
C -3.36 0.12 -3.52
C -2.21 0.83 -4.29
C -2.68 1.99 -5.23
C -4.23 2.21 -5.46
N -4.91 2.09 -4.16
O -6.33 2.39 -4.32
C -4.46 3.63 -6.16
C -4.69 1.16 -6.44
C -4.24 1.76 -1.79
H -6.59 0.21 -2.51
H -5.36 -1.00 -2.34
H -5.99 -0.44 -3.95
H -2.94 -0.22 -2.57
H -3.64 -0.71 -4.15
H -1.74 0.06 -4.91
H -1.36 0.99 -3.62
H -2.11 1.89 -6.16
H -2.24 2.94 -4.90
H -4.42 4.40 -5.39
H -3.70 3.80 -6.93
H -5.37 3.55 -6.75
H -5.73 1.33 -6.71
H -4.23 1.12 -7.43
H -4.61 0.11 -6.15
H -3.95 1.12 -0.95
H -5.16 2.26 -1.49
H -3.34 2.34 -1.98
H -6.40 3.10 -3.68
*
```

Frontier orbital gap (hartree): 0.302

Atom charges from the Mulliken analysis, given in e for atoms 1 to 8: -0.465, -0.238, -0.138, -0.548, 0.615, 0.012, -0.258, 0.770

---

This record from the OMol25 dataset describes a 4-piece molecular cluster, H8O4 overall in a non-equilibrium geometry. The level of theory is wB97M-V/def2-TZVPD.

```
! RIJCOSX wB97M-V def2-TZVPD def2/J DEFGRID3
* xyz 0 1
O -0.52 -1.15 -0.02
H -1.37 -1.32 0.37
H -0.85 -0.42 -0.57
O -0.08 4.04 -0.55
H -0.55 3.31 -1.08
H -0.32 4.90 -0.87
O 1.13 -1.32 3.24
H 1.53 -2.15 3.35
H 0.20 -1.56 3.13
O 0.49 -1.60 -2.04
H 0.35 -0.70 -2.23
H -0.03 -2.03 -2.73
*
```

SMILES: O.O.O.O
Frontier orbital gap (hartree): 0.389

Atom charges from the Mulliken analysis, given in e for atoms 1 to 8: -0.542, 0.288, 0.278, -0.639, 0.315, 0.324, -0.610, 0.303

---

no.,energy (eV)
1,-144458.880
2,-126651.431
3,-8318.499